No. 1
{
  "formula": "C6H8N2O2",
  "method": "ωB97M-V/def2-TZVPD",
  "symbols": ["O", "C", "C", "C", "N", "C", "O", "N", "H", "H", "H", "H", "C", "C", "H", "H", "H", "H"],
  "coordinates": [[-2.54203, 0.17706, -0.71014], [-1.46289, 0.33737, -0.18909], [-1.04198, 0.85191, 1.22723], [0.17147, 1.08619, 1.51178], [1.21636, 0.94481, 0.69911], [1.09463, 0.54010, -0.64866], [1.92873, 0.69421, -1.51942], [-0.28601, 0.11995, -0.87984], [-1.92529, 1.18384, 1.81120], [0.13791, 1.68709, 2.50355], [2.08492, 1.73258, 1.11451], [-0.51215, 0.17549, -1.87227], [1.01555, -2.25403, 0.03232], [-0.21395, -2.22080, 0.51073], [1.06322, -1.99080, -0.93101], [1.86199, -2.80730, 0.63381], [-0.95179, -1.90128, -0.21066], [-0.74185, -2.54753, 1.38657]],
  "mulliken_charge": [-0.605, 0.558, -0.650, 0.089, -0.140, 0.145, -0.579, -0.052, 0.341, 0.254, 0.369, 0.186, -0.613, -0.516, 0.423, 0.228, 0.223, 0.339],
  "lumo_energy_ev": 0.133,
  "e_homo_ev": -9.68,
  "e_above_lowest_kcal_mol": 79.34,
  "e_tot_ha": -493.320429,
  "gap_ev": 9.8,
  "smiles": "O=c1cc[nH]c(=O)[nH]1.C=C"
}

=====

No. 2
{
  "formula": "C23H26F4N5O13",
  "method": "ωB97M-V/def2-TZVPD",
  "symbols": ["N", "C", "N", "C", "N", "N", "C", "C", "C", "O", "N", "C", "C", "C", "C", "C", "C", "H", "H", "H", "H", "H", "H", "H", "H", "H", "H", "H", "H", "H", "H", "C", "C", "O", "C", "O", "O", "F", "H", "H", "H", "C", "C", "O", "C", "O", "O", "F", "H", "H", "H", "C", "C", "O", "C", "O", "O", "F", "H", "H", "H", "C", "C", "O", "C", "O", "O", "F", "H", "H", "H"],
  "coordinates": [[0.80565, 1.88564, 4.23811], [0.32970, 1.73043, 3.00448], [0.38783, 0.56109, 2.33589], [-0.17470, 0.83616, 1.16095], [-0.57059, 2.09116, 1.12415], [-0.24509, 2.70603, 2.28005], [-0.50845, 4.12045, 2.56783], [0.80646, 4.92241, 2.58461], [1.48692, 5.03405, 1.22146], [1.81311, 6.12575, 0.81486], [1.78466, 3.83800, 0.44171], [1.19596, 3.84334, -0.86242], [1.90518, 3.49053, -1.98772], [1.28599, 3.46776, -3.21101], [-0.04133, 3.79290, -3.36594], [-0.75990, 4.18880, -2.25942], [-0.12648, 4.20407, -1.04074], [0.62211, 2.75144, 4.71800], [1.31715, 1.13640, 4.67311], [-0.34032, 0.21292, 0.29033], [-1.04384, 2.47648, 0.31377], [-1.22736, 4.51334, 1.84924], [-0.95711, 4.18107, 3.56542], [1.51023, 4.48690, 3.30615], [0.59494, 5.93678, 2.92821], [2.79016, 3.84960, 0.27882], [2.95140, 3.19888, -1.93680], [1.82590, 3.18885, -4.11161], [-0.53378, 3.74828, -4.33093], [-1.80879, 4.45942, -2.31990], [-0.70830, 4.49790, -0.16569], [0.17878, -2.55054, 1.31222], [0.97747, -3.81688, 1.14329], [0.14475, -4.58839, 0.29121], [-0.56679, -3.70797, -0.46579], [-1.15593, -3.98982, -1.45233], [-0.50556, -2.45145, 0.06057], [1.13164, -4.46463, 2.31879], [-0.55085, -2.62870, 2.12020], [0.80571, -1.68101, 1.48597], [1.95322, -3.67948, 0.67357], [-2.09233, -0.97209, 7.01815], [-2.79241, -0.07944, 6.02637], [-2.31214, 1.20992, 6.38059], [-1.07165, 1.02696, 6.91481], [-0.27701, 1.89486, 7.07762], [-0.85997, -0.27041, 7.22809], [-4.13253, -0.10865, 6.18479], [-2.63421, -1.04655, 7.96151], [-1.91330, -1.97301, 6.63353], [-2.54718, -0.28497, 4.98149], [0.78874, -0.42032, -5.73133], [0.17240, 0.39373, -6.83995], [0.70166, 1.68750, -6.60139], [1.91236, 1.50741, -6.00072], [2.74085, 2.34962, -5.89792], [2.04471, 0.23896, -5.54058], [-1.17668, 0.44200, -6.73076], [0.20649, -0.36780, -4.80983], [0.93051, -1.46388, -6.00132], [0.44399, 0.06919, -7.84574], [-1.20562, -6.99115, -2.69071], [-0.44896, -7.22834, -3.97116], [0.69860, -7.92535, -3.52618], [0.32801, -8.60890, -2.39917], [0.94999, -9.49072, -1.91642], [-0.85122, -8.14043, -1.91459], [-0.06039, -6.05946, -4.54480], [-0.87796, -6.08979, -2.17421], [-2.28164, -6.93783, -2.84133], [-0.98069, -7.83331, -4.70809]],
  "mulliken_charge": [-0.253, 0.234, -0.455, -0.396, 0.071, 0.376, -1.175, -0.288, 0.093, -0.504, 0.004, 0.967, -1.032, -0.434, -0.669, -0.939, -0.361, 0.169, 0.245, 0.593, 0.252, 0.597, 0.396, 0.355, 0.436, 0.389, 0.380, 0.517, 0.499, 0.409, 0.482, -0.416, 0.295, -0.290, 0.596, -0.507, -0.287, -0.271, 0.248, 0.339, 0.289, -0.432, 0.383, -0.296, 0.719, -0.534, -0.311, -0.280, 0.290, 0.282, 0.193, -0.407, 0.299, -0.289, 0.699, -0.546, -0.315, -0.284, 0.263, 0.277, 0.298, 0.062, 0.255, -0.317, 0.631, -0.488, -0.320, -0.269, -0.071, 0.295, 0.261],
  "total_charge": 1,
  "lumo_energy_ev": -2.917,
  "e_homo_ev": -11.74,
  "e_tot_ha": -2543.217411,
  "gap_ev": 8.8
}

=====

No. 3
{
  "formula": "CH4FINP",
  "method": "ωB97M-V/def2-TZVPD",
  "symbols": ["C", "N", "F", "P", "I", "H", "H", "H", "H"],
  "coordinates": [[1.21889, -0.83142, 0.18292], [0.95241, 0.51883, 0.57356], [-2.11503, 2.06369, -0.97098], [-2.26028, 1.34304, 0.48644], [-2.83002, -0.96307, -0.32226], [1.02528, -1.46680, 1.01343], [0.75775, -1.13553, -0.82839], [2.22916, -0.79088, 0.08882], [1.02183, 1.26215, -0.22354]],
  "mulliken_charge": [-0.653, -0.462, -0.210, 0.270, -0.067, 0.266, 0.246, 0.367, 0.243],
  "lumo_energy_ev": [-1.244, -0.321],
  "e_homo_ev": [-9.85, -8.45],
  "e_above_lowest_kcal_mol": 79.95,
  "e_tot_ha": -834.084189,
  "gap_ev": [8.6, 8.1]
}

=====

No. 4
{
  "formula": "C35H36FInN6O3Sb",
  "method": "ωB97M-V/def2-TZVPD",
  "symbols": ["In", "C", "C", "C", "C", "C", "C", "N", "Sb", "C", "C", "C", "C", "C", "C", "N", "C", "C", "C", "C", "C", "C", "N", "H", "H", "H", "H", "H", "H", "H", "H", "H", "H", "H", "H", "H", "H", "H", "H", "H", "H", "F", "C", "C", "C", "C", "O", "C", "C", "N", "C", "C", "C", "C", "C", "C", "N", "C", "C", "N", "C", "C", "C", "O", "O", "H", "H", "H", "H", "H", "H", "H", "H", "H", "H", "H", "H", "H", "H", "H", "H", "H", "H"],
  "coordinates": [[-2.48379, 0.25944, -2.11119], [-3.11948, -3.00019, -1.56743], [-3.49060, -2.16604, -0.37366], [-3.72839, -2.74308, 0.86881], [-4.05148, -1.94550, 1.94492], [-4.16610, -0.56624, 1.77078], [-3.92675, -0.03203, 0.52342], [-3.58756, -0.83302, -0.52168], [-4.41171, 2.06303, 0.19545], [-5.15537, 1.68107, -1.80513], [-6.40889, 2.17812, -2.10442], [-6.94372, 1.95966, -3.37272], [-6.21278, 1.25108, -4.30500], [-4.95736, 0.76747, -3.96837], [-4.09792, -0.01122, -4.92180], [-4.45553, 0.98829, -2.73996], [-2.51991, 2.84137, -0.54617], [-1.96586, 3.92653, 0.09694], [-0.87716, 4.57060, -0.48917], [-0.39695, 4.12930, -1.70346], [-0.97972, 3.02711, -2.31838], [-0.47750, 2.50393, -3.63431], [-2.01605, 2.40411, -1.73089], [-3.73131, -3.89945, -1.60834], [-2.07656, -3.31869, -1.51511], [-3.25744, -2.45648, -2.49983], [-3.66344, -3.81819, 0.97363], [-4.24071, -2.38998, 2.91418], [-4.46727, 0.07226, 2.59123], [-6.96638, 2.72955, -1.35936], [-7.92528, 2.34265, -3.62481], [-6.60480, 1.06613, -5.29568], [-4.58202, -0.13417, -5.88606], [-3.88294, -1.00954, -4.52988], [-3.14399, 0.49619, -5.09257], [-2.39147, 4.28929, 1.02383], [-0.42899, 5.43120, -0.00753], [0.42396, 4.63603, -2.19357], [-0.23445, 3.32618, -4.30426], [-1.21791, 1.87595, -4.12587], [0.42939, 1.91165, -3.50058], [0.93940, 0.54007, 4.06274], [1.41694, 0.05954, 2.89788], [0.61812, 0.11109, 1.79904], [1.04028, -0.43788, 0.57935], [0.16632, -0.43047, -0.58470], [-0.97477, 0.12644, -0.48918], [0.67091, -1.07970, -1.74508], [1.93463, -1.62109, -1.70645], [2.75106, -1.58713, -0.65530], [4.06638, -2.21679, -0.74117], [4.86389, -2.05086, -1.99197], [5.28522, -1.34147, -0.74163], [2.31151, -1.02039, 0.53656], [3.12775, -1.03960, 1.66976], [2.70903, -0.51213, 2.88120], [3.50826, -0.56592, 4.01615], [3.37798, 0.30076, 5.17514], [4.71834, 0.94250, 5.50918], [5.76728, -0.12585, 5.71284], [5.86402, -1.03912, 4.51467], [4.48624, -1.61535, 4.24047], [-0.02857, -1.30882, -3.06000], [0.50830, -1.97912, -3.90171], [-1.22213, -0.76562, -3.25674], [-0.36957, 0.54602, 1.87944], [2.30481, -2.12300, -2.58966], [4.10732, -3.17160, -0.23240], [4.45775, -1.45677, -2.80125], [5.43588, -2.90929, -2.31585], [5.12516, -0.27063, -0.70188], [6.16508, -1.69147, -0.21629], [4.11626, -1.46208, 1.57731], [3.02017, -0.27436, 6.03832], [2.66640, 1.10076, 5.00499], [4.65473, 1.53388, 6.41967], [5.06910, 1.57095, 4.69395], [5.52836, -0.67881, 6.53849], [6.67320, 0.30066, 5.90744], [6.59267, -1.81633, 4.73372], [6.21655, -0.43195, 3.68419], [4.17392, -2.21197, 5.10828], [4.54801, -2.30149, 3.40451]],
  "mulliken_charge": [0.714, -1.193, 0.955, -0.873, -0.524, -0.873, 0.184, 0.280, 0.882, 0.266, -0.761, -0.490, -1.103, 1.095, -1.324, 0.177, 0.202, -0.856, -0.518, -0.863, 0.945, -1.216, 0.263, 0.568, 0.231, 0.023, 0.545, 0.491, 0.504, 0.473, 0.454, 0.514, 0.532, 0.224, 0.224, 0.496, 0.485, 0.542, 0.568, 0.058, 0.214, -0.387, -0.137, -0.408, 0.929, 1.157, -0.898, -0.011, -0.458, 0.339, -0.344, -1.016, -0.417, -0.912, -0.611, -0.405, 0.172, -0.612, -0.795, -0.135, -0.661, -0.817, 0.178, -0.651, -0.238, 0.552, 0.894, 0.463, 0.357, 0.264, 0.222, 0.317, 0.703, 0.307, 0.453, 0.416, 0.353, 0.393, 0.350, 0.420, 0.394, 0.319, 0.449],
  "total_charge": 3,
  "lumo_energy_ev": -7.027,
  "e_homo_ev": -15.54,
  "e_tot_ha": -2439.051386,
  "gap_ev": 8.5
}

=====

No. 5
{
  "formula": "C12H26BCsF4N5O4",
  "method": "ωB97M-V/def2-TZVPD",
  "symbols": ["Cs", "C", "O", "C", "C", "O", "C", "H", "H", "H", "H", "H", "H", "H", "H", "H", "H", "N", "C", "C", "O", "O", "H", "H", "H", "H", "C", "N", "C", "N", "C", "N", "C", "N", "C", "C", "H", "H", "H", "H", "H", "H", "H", "H", "H", "H", "H", "H", "F", "B", "F", "F", "F"],
  "coordinates": [[-0.57485, 1.01138, -0.43403], [2.66430, 1.85480, -2.49594], [2.01292, 1.58036, -1.27946], [2.32136, 2.49355, -0.22949], [1.70688, 3.88037, -0.38728], [0.29435, 3.88721, -0.43207], [-0.33082, 4.01268, 0.84379], [3.75172, 1.90223, -2.36345], [2.32514, 2.79126, -2.94941], [2.42748, 1.03936, -3.17791], [3.41101, 2.60833, -0.15421], [1.96639, 2.03793, 0.69603], [2.04811, 4.34479, -1.31588], [2.07602, 4.49042, 0.44604], [-0.04641, 4.95703, 1.31635], [-0.07745, 3.19317, 1.52332], [-1.40568, 4.00902, 0.66228], [-4.75052, 2.87400, -0.12412], [-4.66216, 1.41665, -0.25692], [-3.30259, 0.99048, -0.82529], [-2.66175, 1.85176, -1.48034], [-2.91292, -0.17672, -0.59030], [-5.67542, 3.20719, -0.35781], [-4.10367, 3.26080, -0.80583], [-5.41437, 1.00552, -0.94002], [-4.78696, 0.92285, 0.70634], [1.70182, -2.16487, 0.15470], [0.34133, -1.74904, -0.18441], [-0.57818, -2.29784, 0.82671], [-0.49935, -3.76817, 0.87273], [0.88350, -4.14149, 1.17790], [1.83605, -3.62991, 0.18122], [1.43939, -4.14504, -1.13153], [0.06830, -3.77591, -1.50100], [-0.02601, -2.30789, -1.48514], [-0.83162, -4.28579, -0.45515], [1.95613, -1.76635, 1.13850], [2.39920, -1.75915, -0.58194], [-1.59954, -1.99796, 0.58046], [-0.31114, -1.89672, 1.80615], [0.95842, -5.23078, 1.20941], [1.15066, -3.73893, 2.15577], [1.51814, -5.23464, -1.12342], [2.12549, -3.75137, -1.88512], [-1.05556, -2.01731, -1.71500], [0.64382, -1.91128, -2.25345], [-0.76475, -5.37580, -0.43914], [-1.85420, -3.99596, -0.70123], [1.77499, 1.72573, 2.69209], [0.83517, 1.09753, 3.57353], [1.22413, 1.29134, 4.90171], [0.79544, -0.28697, 3.25982], [-0.43175, 1.66813, 3.33147]],
  "mulliken_charge": [1.241, -0.921, -0.105, -0.579, -0.408, -0.320, -0.603, 0.331, 0.302, 0.263, 0.377, 0.231, 0.355, 0.381, 0.333, 0.210, 0.202, -0.621, -0.468, 0.681, -0.905, -0.765, 0.210, 0.243, 0.271, 0.258, -0.797, 0.612, -0.617, 0.011, -0.724, -0.007, -0.749, -0.012, -0.659, -0.712, 0.294, 0.224, 0.291, 0.168, 0.323, 0.404, 0.333, 0.349, 0.276, 0.195, 0.332, 0.381, -0.440, 0.419, -0.355, -0.347, -0.384],
  "total_charge": -1,
  "lumo_energy_ev": 1.949,
  "e_homo_ev": -6.09,
  "e_above_lowest_kcal_mol": 29.03,
  "e_tot_ha": -1492.353022,
  "gap_ev": 8.0
}